No. 1
Entry from the Open Molecules 2025 dataset: 2 unconnected molecules or ions with the total composition C6H9N3O (ωB97M-V/def2-TZVPD).

Each line ends with the Löwdin charge.
Element x y z (Å)
O (1.04367, -0.64799, -1.73606)  0.11
N (-0.51400, -0.16931, -0.09909)  -0.12
N (2.30893, 2.40697, 0.23617)  0.00
N (-1.44635, 2.19892, -0.63940)  0.20
C (-0.82619, 1.34508, 0.01159)  -0.38
C (-1.55580, -1.05424, -0.65511)  0.01
C (0.92547, -0.51227, -0.55410)  -0.50
C (-0.80596, 0.54519, 1.21163)  0.01
C (1.43685, 1.66398, 0.04219)  -0.23
C (1.81821, -1.11494, 0.49254)  -0.01
H (1.60259, -2.18845, 0.52783)  0.10
H (2.84741, -0.97243, 0.17337)  0.10
H (-1.35569, -1.18239, -1.71592)  0.10
H (-1.37961, 2.10270, -1.64982)  0.09
H (-2.53288, -0.59513, -0.51828)  0.10
H (-1.52286, -2.01910, -0.14801)  0.10
H (-1.76045, 0.26006, 1.64321)  0.13
H (1.69233, -0.68407, 1.48000)  0.07
H (0.02432, 0.61743, 1.89726)  0.11



No. 2
Entry from the Open Molecules 2025 dataset: a single C6H9N3O2 molecule in a non-equilibrium geometry (ωB97M-V/def2-TZVPD).

Each line ends with the Löwdin charge.
Element x y z (Å)
O (-0.16918, 2.38239, -0.21970)  0.12
O (0.96637, 1.56671, -1.97494)  0.06
N (-0.91381, -0.80469, -1.91981)  0.03
N (1.22648, -1.33949, 2.21837)  0.03
N (0.46791, -1.30590, 0.14048)  0.10
C (-0.39133, -0.59421, 0.97955)  -0.28
C (-0.00358, -0.71205, 2.31089)  -0.03
C (-1.52351, 0.17787, 0.33148)  -0.09
C (-0.06254, 1.53660, -1.02738)  -0.48
C (1.46526, -1.68274, 0.99692)  -0.18
C (-1.13519, 0.44979, -1.16431)  -0.29
H (1.76620, -1.68857, 3.00806)  0.16
H (-0.95187, -0.69576, -2.93699)  0.07
H (2.29394, -2.18224, 0.62510)  0.10
H (-0.54234, -0.54150, 3.23713)  0.11
H (-2.44725, -0.53680, 0.37963)  0.15
H (-0.01703, -1.25499, -1.72623)  0.04
H (-1.99027, 0.88187, -1.59734)  0.13
H (1.58160, 2.34145, -1.81332)  0.14
H (-1.62938, 1.18270, 0.74496)  0.10



No. 3
Entry from the Open Molecules 2025 dataset: a single C6H9N3O3 molecule in a non-equilibrium geometry (ωB97M-V/def2-TZVPD).

Each line ends with the Löwdin charge.
Element x y z (Å)
O (2.35380, -0.14417, 2.09501)  0.10
O (1.98133, -0.64718, -1.04710)  -0.11
O (2.27497, 2.02308, 2.54653)  -0.01
N (1.83682, 0.89714, 2.00288)  -0.34
N (-1.46206, 1.81483, 0.63031)  0.07
N (0.00239, 0.06610, 0.05756)  0.00
C (0.04098, -1.41393, -0.01746)  -0.11
C (-0.44143, 1.92430, 1.44172)  -0.08
C (0.98082, -1.49007, -1.25603)  -0.38
C (0.61138, 0.88305, 1.12793)  -0.06
C (-1.34038, 0.73570, -0.13945)  -0.34
C (-2.23637, 0.18662, -1.02439)  -0.07
H (0.55384, -1.47305, -2.42855)  0.17
H (-0.46415, 2.59084, 2.46885)  0.17
H (-2.46651, -0.78323, -0.77877)  0.02
H (-1.89526, 0.35985, -2.22637)  0.17
H (-0.75759, -1.98655, -0.47684)  0.10
H (1.30732, -2.56509, -1.32824)  0.11
H (-3.43814, 0.57731, -0.93273)  0.17
H (0.50150, -1.76715, 1.06464)  0.19
H (2.05673, 0.21160, -1.77949)  0.24



For the records above, the corresponding M values read 139.2 155.2 171.2 g mol⁻¹.
For the records above, the corresponding highest occupied orbital energy values read -9.49 -8.67 -8.76 eV.
For the records above, the corresponding gap between HOMO and LUMO values read 9.58 9.42 8.24 eV.